Record 1
This record from the Open Molecules 2025 dataset describes C25H28ClGaN2O4S3 as an isolated structure. The level of theory is wB97M-V/def2-TZVPD.

Calculated values
Frontier orbital gap ... 7.447 eV
Energy above the lowest of the compared OMol25 structures with the same formula, charge and spin ... 0.0 kJ/mol
Total energy ... -4959.0948 hartree
Max |F| ... 0.0167 Eh/bohr
Highest occupied orbital energy ... -13.43 eV
Charge ... +2
LUMO ... -5.98 eV

Element x y z (Å)
Ga: 0.59 -0.22 0.25
C: 1.29 -3.00 2.34
C: 0.60 -2.08 3.34
S: 0.43 -0.33 2.81
C: -1.36 -0.01 2.95
C: -2.34 -0.91 2.21
S: -2.04 -0.99 0.41
C: -2.06 -2.79 0.09
C: -1.01 -3.60 0.84
S: 0.69 -2.98 0.62
H: 1.23 -4.03 2.69
H: 2.35 -2.74 2.25
H: 1.21 -2.06 4.24
H: -0.39 -2.45 3.61
H: -1.46 1.02 2.60
H: -1.60 -0.04 4.02
H: -3.34 -0.48 2.34
H: -2.37 -1.92 2.60
H: -1.91 -2.87 -0.98
H: -3.05 -3.16 0.35
H: -1.02 -4.62 0.46
H: -1.22 -3.64 1.91
O: 2.45 0.16 -6.31
C: 1.09 0.02 -6.03
C: 0.91 -0.25 -4.56
C: -0.36 -0.32 -3.98
C: -0.46 -0.41 -2.61
N: 0.61 -0.50 -1.81
C: 1.84 -0.53 -2.36
C: 2.01 -0.40 -3.73
C: 2.97 -0.64 -1.42
C: 4.29 -0.56 -1.82
C: 5.30 -0.52 -0.86
C: 6.73 -0.32 -1.27
O: 6.78 -0.14 -2.66
C: 4.94 -0.61 0.48
C: 3.60 -0.71 0.80
N: 2.64 -0.74 -0.12
H: 2.58 0.42 -7.22
H: 0.64 -0.80 -6.61
H: 0.54 0.95 -6.27
H: -1.25 -0.26 -4.58
H: -1.43 -0.37 -2.12
H: 2.99 -0.36 -4.18
H: 4.58 -0.49 -2.85
H: 7.32 -1.20 -0.95
H: 7.13 0.55 -0.74
H: 7.69 0.02 -2.94
H: 5.67 -0.57 1.27
H: 3.27 -0.74 1.83
Cl: 0.59 8.11 1.28
C: 0.58 6.42 1.05
C: -0.59 5.77 0.68
C: -0.60 4.41 0.51
C: 0.57 3.67 0.69
C: 1.76 4.33 1.05
C: 1.76 5.69 1.23
C: 0.59 2.23 0.50
O: -0.46 1.57 0.17
O: 1.65 1.56 0.68
H: -1.49 6.35 0.52
H: -1.51 3.90 0.23
H: 2.66 3.76 1.18
H: 2.67 6.21 1.51

The computed Löwdin charges, all in e, follow:
1 Ga 0.305
2 C -0.467
3 C -0.424
4 S 0.997
5 C -0.444
6 C -0.430
7 S 0.946
8 C -0.456
9 C -0.453
10 S 0.932
11 H 0.103
12 H 0.066
13 H 0.097
14 H 0.080
15 H 0.087
16 H 0.104
17 H 0.101
18 H 0.078
19 H 0.084
20 H 0.102
21 H 0.096
22 H 0.073
23 O -0.036
24 C -0.199
25 C -0.126
26 C 0.039
27 C -0.074
28 N 0.065
29 C -0.141
30 C 0.096
31 C -0.155
32 C 0.097
33 C -0.128
34 C -0.202
35 O -0.036
36 C 0.043
37 C -0.090
38 N 0.023
39 H 0.115
40 H 0.148
41 H 0.149
42 H 0.136
43 H 0.096
44 H 0.124
45 H 0.123
46 H 0.148
47 H 0.147
48 H 0.114
49 H 0.136
50 H 0.115
51 Cl 0.749
52 C -0.653
53 C -0.077
54 C 0.003
55 C -0.138
56 C 0.006
57 C -0.077
58 C -0.549
59 O -0.034
60 O -0.005
61 H 0.113
62 H 0.123
63 H 0.123
64 H 0.114


Record 2
This record from the Open Molecules 2025 dataset describes C25H28F3HoN4OS2 as an isolated structure at a distorted geometry. The level of theory is wB97M-V/def2-TZVPD.

Calculated values
Frontier orbital gap (spin up / spin down) ... 8.135 / 8.142 eV
Energy above the lowest of the compared OMol25 structures with the same formula, charge and spin ... 0.0 kJ/mol
Total energy ... -3307.8834 hartree
Max |F| ... 0.0196 Eh/bohr
Highest occupied orbital energy (spin up / spin down) ... -7.90 / -7.90 eV
Charge ... 0
2S+1 ... 5
LUMO (spin up / spin down) ... 0.23 / 0.24 eV

Element x y z (Å)
Ho: 0.12 -0.49 0.28
C: -4.01 0.21 1.27
C: -4.14 1.04 0.00
C: -5.09 2.23 0.20
C: -2.81 1.54 -0.53
C: -1.92 2.24 0.29
C: -0.74 2.76 -0.23
C: -0.41 2.61 -1.57
C: 0.88 3.18 -2.10
C: -1.29 1.91 -2.38
C: -2.47 1.39 -1.87
H: -5.00 -0.09 1.62
H: -3.54 0.79 2.07
H: -3.41 -0.68 1.10
H: -4.56 0.40 -0.78
H: -4.73 2.87 1.01
H: -6.09 1.88 0.48
H: -5.18 2.84 -0.70
H: -2.17 2.42 1.33
H: -0.06 3.30 0.43
H: 1.73 2.65 -1.69
H: 0.98 4.23 -1.83
H: 0.91 3.12 -3.19
H: -1.05 1.75 -3.42
H: -3.14 0.83 -2.52
C: 2.87 0.34 -3.26
C: 1.93 -0.66 -2.66
O: 0.99 -0.29 -1.94
N: 2.15 -1.95 -2.91
C: 1.33 -3.00 -2.32
C: 1.85 -3.41 -0.97
C: 2.34 -4.68 -0.75
C: 2.92 -4.98 0.47
C: 3.03 -3.98 1.42
C: 2.50 -2.74 1.13
N: 1.89 -2.46 -0.02
H: 2.31 1.23 -3.54
H: 3.40 -0.05 -4.13
H: 3.59 0.63 -2.49
H: 2.98 -2.19 -3.42
H: 1.33 -3.86 -3.00
H: 0.32 -2.62 -2.27
H: 2.26 -5.43 -1.53
H: 3.30 -5.98 0.67
H: 3.50 -4.16 2.38
H: 2.55 -1.93 1.85
S: 2.59 0.79 0.47
C: 1.89 1.55 1.88
C: 2.59 2.33 2.80
C: 1.93 2.85 3.89
C: 0.57 2.57 4.07
C: -0.05 1.80 3.12
N: 0.58 1.32 2.05
H: 3.65 2.51 2.63
H: 2.46 3.46 4.61
H: 0.02 2.95 4.92
H: -1.10 1.53 3.21
S: -1.87 -1.64 -1.31
C: -1.63 -3.29 -1.08
N: -1.46 -4.44 -0.99
F: 0.55 -1.25 2.73
C: -0.81 -1.39 2.30
F: -1.46 -1.90 3.32
F: -0.57 -2.50 1.38

The computed Löwdin charges, all in e, follow:
1 Ho 1.376
2 C -0.068
3 C -0.389
4 C -0.060
5 C -0.251
6 C -0.056
7 C -0.067
8 C -0.288
9 C -0.050
10 C -0.048
11 C -0.094
12 H 0.084
13 H 0.071
14 H 0.044
15 H 0.130
16 H 0.080
17 H 0.078
18 H 0.081
19 H 0.105
20 H 0.118
21 H 0.042
22 H 0.086
23 H 0.075
24 H 0.119
25 H 0.108
26 C 0.026
27 C -0.507
28 O -0.179
29 N 0.106
30 C -0.107
31 C -0.249
32 C -0.007
33 C -0.040
34 C -0.035
35 C -0.139
36 N 0.038
37 H 0.074
38 H 0.086
39 H 0.087
40 H 0.151
41 H 0.133
42 H 0.048
43 H 0.118
44 H 0.113
45 H 0.112
46 H 0.086
47 S 0.584
48 C -0.771
49 C -0.090
50 C -0.066
51 C -0.062
52 C -0.148
53 N -0.107
54 H 0.102
55 H 0.108
56 H 0.102
57 H 0.108
58 S 0.562
59 C -0.863
60 N 0.065
61 F -0.102
62 C -0.487
63 F 0.094
64 F -0.171


Record 3
This record from the Open Molecules 2025 dataset describes C25H28F5IrO2 as an isolated structure at a distorted geometry. The level of theory is wB97M-V/def2-TZVPD.

Calculated values
Frontier orbital gap (spin up / spin down) ... 5.614 / 4.782 eV
Energy above the lowest of the compared OMol25 structures with the same formula, charge and spin ... 94.7 kJ/mol
Total energy ... -1722.8315 hartree
Max |F| ... 0.1373 Eh/bohr
Highest occupied orbital energy (spin up / spin down) ... -8.23 / -11.75 eV
Charge ... +1
2S+1 ... 6
LUMO (spin up / spin down) ... -2.61 / -6.97 eV

Element x y z (Å)
O: 2.02 0.08 -0.93
C: 2.84 -1.03 -0.29
C: 3.64 -1.29 -1.53
H: 2.17 -1.85 0.01
H: 3.45 -0.64 0.53
C: 2.90 -0.09 -2.14
H: 3.41 -2.25 -2.00
H: 4.71 -1.15 -1.39
C: 2.14 -0.50 -3.37
H: 1.38 -1.25 -3.11
H: 2.83 -0.94 -4.10
H: 1.66 0.36 -3.84
C: 3.78 1.13 -2.29
H: 4.51 1.15 -1.48
H: 3.19 2.05 -2.26
H: 4.32 1.08 -3.25
Ir: 0.60 1.60 -0.18
C: 0.98 3.03 1.30
C: -0.14 2.21 1.70
C: 0.34 0.88 1.92
H: -1.17 2.52 1.85
C: 1.75 0.89 1.71
C: 2.15 2.19 1.29
H: 3.15 2.51 1.02
H: 0.95 4.09 1.07
H: -0.28 0.03 2.19
H: 2.39 0.04 1.89
C: -1.04 2.79 -0.81
C: 0.10 3.20 -1.56
C: 0.52 2.08 -2.35
H: 0.60 4.16 -1.52
C: -0.39 0.99 -2.09
C: -1.34 1.42 -1.12
H: -2.12 0.83 -0.66
H: -1.63 3.41 -0.14
H: 1.36 2.08 -3.03
H: -0.36 0.00 -2.54
O: -1.12 -3.51 -0.68
C: -0.39 -2.40 -0.13
C: 0.06 -2.72 1.32
H: -1.03 -1.51 -0.17
H: 0.47 -2.20 -0.80
C: -0.32 -4.20 1.53
H: -0.50 -2.07 2.01
H: 1.13 -2.55 1.47
C: -1.08 -4.61 0.25
H: -0.95 -4.33 2.42
H: 0.57 -4.82 1.64
H: -2.12 -4.92 0.48
H: -0.58 -5.47 -0.24
F: -3.26 3.44 1.64
C: -3.73 2.16 1.77
C: -3.01 1.06 1.40
C: -3.51 -0.19 1.56
F: -2.82 -1.31 1.18
C: -4.79 -0.39 2.12
F: -5.27 -1.63 2.28
C: -5.55 0.72 2.48
F: -6.79 0.56 2.99
C: -5.02 2.00 2.31
F: -5.74 3.09 2.65

The computed Löwdin charges, all in e, follow:
1 O -0.248
2 C -0.106
3 C -0.065
4 H 0.089
5 H 0.115
6 C -0.517
7 H 0.131
8 H 0.130
9 C -0.014
10 H 0.096
11 H 0.113
12 H 0.073
13 C 0.003
14 H 0.098
15 H 0.073
16 H 0.110
17 Ir 1.497
18 C -0.209
19 C -0.235
20 C -0.147
21 H 0.075
22 C -0.161
23 C -0.144
24 H 0.123
25 H 0.126
26 H 0.095
27 H 0.098
28 C -0.229
29 C -0.180
30 C -0.178
31 H 0.125
32 C -0.145
33 C -0.189
34 H 0.078
35 H 0.112
36 H 0.092
37 H 0.111
38 O -0.132
39 C -0.203
40 C -0.150
41 H 0.091
42 H 0.094
43 C -0.136
44 H 0.084
45 H 0.091
46 C -0.174
47 H 0.110
48 H 0.109
49 H 0.119
50 H 0.118
51 F 0.095
52 C -0.171
53 C 0.050
54 C -0.163
55 F 0.108
56 C -0.056
57 F 0.167
58 C -0.101
59 F 0.134
60 C -0.052
61 F 0.172


Record 4
This record from the Open Molecules 2025 dataset describes C25H28FN3O3Pd as an isolated structure. The level of theory is wB97M-V/def2-TZVPD.

Calculated values
Frontier orbital gap (spin up / spin down) ... 5.741 / 7.790 eV
Energy above the lowest of the compared OMol25 structures with the same formula, charge and spin ... 13.9 kJ/mol
Total energy ... -1587.0296 hartree
Max |F| ... 0.0034 Eh/bohr
Highest occupied orbital energy (spin up / spin down) ... -5.96 / -8.52 eV
Charge ... 0
2S+1 ... 5
LUMO (spin up / spin down) ... -0.22 / -0.73 eV

Element x y z (Å)
Pd: 0.89 -1.49 1.22
C: 2.20 5.00 -2.61
C: 1.94 3.70 -3.37
C: 1.04 3.88 -4.58
C: -0.36 4.30 -4.16
C: -0.90 3.37 -3.11
C: -2.26 3.24 -2.91
C: -2.74 2.36 -1.94
F: -4.08 2.26 -1.80
C: -1.92 1.60 -1.17
C: -0.53 1.72 -1.34
C: 0.36 0.89 -0.53
O: -0.19 0.15 0.33
C: 1.75 1.04 -0.76
C: 2.15 1.95 -1.71
N: 1.34 2.70 -2.47
C: -0.03 2.61 -2.31
C: 2.93 0.35 -0.06
O: 4.01 0.92 -0.15
O: 2.74 -0.76 0.53
H: 2.63 5.74 -3.27
H: 2.89 4.82 -1.78
H: 1.27 5.40 -2.19
H: 2.89 3.28 -3.69
H: 0.99 2.93 -5.13
H: 1.48 4.62 -5.25
H: -1.03 4.31 -5.02
H: -0.34 5.32 -3.77
H: -2.97 3.80 -3.51
H: -2.31 0.90 -0.44
H: 3.22 2.09 -1.84
C: 0.44 -3.03 0.03
C: 0.44 -4.37 -0.35
C: 1.29 -5.32 0.29
C: 1.29 -6.65 -0.09
C: 0.46 -7.09 -1.12
C: -0.37 -6.18 -1.77
C: -0.39 -4.86 -1.40
H: 1.94 -4.98 1.09
H: 1.94 -7.35 0.41
H: 0.47 -8.14 -1.42
H: -1.01 -6.52 -2.57
H: -1.04 -4.16 -1.91
C: -2.81 -1.27 3.64
C: -1.48 -0.90 4.27
C: -1.62 0.38 5.10
C: -0.97 -2.04 5.14
N: -0.55 -0.72 3.14
N: 0.79 -0.32 3.42
H: -3.57 -1.43 4.41
H: -2.71 -2.18 3.05
H: -3.17 -0.47 2.98
H: -2.33 0.23 5.92
H: -1.99 1.21 4.48
H: -0.67 0.68 5.55
H: -1.71 -2.29 5.91
H: -0.05 -1.79 5.66
H: -0.80 -2.93 4.53
H: -0.93 -0.03 2.49
H: 1.22 -1.03 3.99
H: 0.86 0.57 3.91

The computed Löwdin charges, all in e, follow:
1 Pd 0.981
2 C -0.021
3 C -0.304
4 C -0.133
5 C -0.130
6 C -0.128
7 C 0.054
8 C -0.257
9 F 0.067
10 C 0.074
11 C -0.041
12 C -0.273
13 O -0.121
14 C -0.010
15 C 0.034
16 N 0.017
17 C -0.072
18 C -0.610
19 O 0.023
20 O -0.135
21 H 0.090
22 H 0.088
23 H 0.085
24 H 0.149
25 H 0.130
26 H 0.123
27 H 0.123
28 H 0.120
29 H 0.134
30 H 0.131
31 H 0.148
32 C -0.031
33 C -0.403
34 C -0.077
35 C -0.111
36 C -0.113
37 C -0.112
38 C -0.076
39 H 0.095
40 H 0.096
41 H 0.091
42 H 0.095
43 H 0.098
44 C -0.041
45 C -0.640
46 C -0.048
47 C -0.047
48 N -0.128
49 N -0.003
50 H 0.088
51 H 0.090
52 H 0.084
53 H 0.087
54 H 0.086
55 H 0.072
56 H 0.088
57 H 0.075
58 H 0.090
59 H 0.089
60 H 0.078
61 H 0.089